Record 1
This record from OMol25 describes 2 unconnected molecules or ions with the total composition C13H19N4O4. The level of theory is wB97M-V/def2-TZVPD.

## Properties
Net charge: -1
Total energy: -1026.4766 Eh
HOMO energy: -2.448 eV
E_LUMO: -0.19 eV
Kohn-Sham gap: 2.257 eV
F_max: 0.0962 Eh/bohr
ΔE to the lowest compared entry with this formula, charge and spin: 164.0 kcal/mol

Atoms and positions in Å:
N  4.5280  2.5229  0.0846
C  4.4498  1.8302  -1.2716
C  4.2416  0.1766  -1.1392
C  3.0852  -0.3072  -2.2464
C  1.6188  0.1357  -1.6627
C  0.9759  -0.9232  -0.5632
C  -0.2536  -0.0738  0.1878
N  -1.2872  0.3581  -0.8666
C  -0.5677  1.0707  -2.0247
N  -0.8567  2.3806  -2.3779
N  0.5404  0.2830  -2.7549
H  5.0192  1.8519  0.7490
H  5.1651  3.3474  -0.0286
H  3.4957  2.2828  -1.8281
H  5.3805  2.0931  -1.9668
H  3.7682  -0.0097  -0.0855
H  5.2584  -0.4035  -1.2658
H  3.2296  -1.4556  -2.4180
H  3.3837  0.2676  -3.2492
H  1.6445  1.1897  -1.1078
H  0.4149  -1.7768  -1.1734
H  1.7609  -1.3475  0.1970
H  0.2427  0.9010  0.6655
H  -0.7550  -0.6845  1.0569
H  -1.9944  1.0227  -0.4347
H  -1.2619  2.5576  -3.3269
H  -0.5982  3.1746  -1.7294
H  0.9038  0.8280  -3.5671
C  -5.0769  -1.7924  3.9851
C  -3.7746  -1.9646  4.2699
C  -2.8738  -1.9132  3.0396
O  -1.6408  -1.9751  3.0758
C  -3.5142  -1.7865  1.7039
C  -4.8185  -1.6274  1.4180
C  -5.7082  -1.5714  2.6570
O  -6.9244  -1.3585  2.6321
O  -5.3646  -1.5193  0.2770
O  -3.2383  -2.1522  5.4049
H  -5.7948  -1.8026  4.7976
H  -2.8032  -1.8290  0.8868

Here are the natural (NBO) charges for atoms 1 to 4, given in e: -0.85, -0.23, -0.42, -0.42

Record 2
This record from OMol25 describes 4 unconnected molecules or ions with the total composition C3H15N2O4. The level of theory is wB97M-V/def2-TZVPD.

## Properties
Net charge: +1
Total energy: -533.5859 Eh
HOMO energy: -13.290 eV
E_LUMO: -2.76 eV
Kohn-Sham gap: 10.528 eV
F_max: 0.0218 Eh/bohr
ΔE to the lowest compared entry with this formula, charge and spin: 0.0 kcal/mol

Atoms and positions in Å:
N  1.4228  2.0708  0.2568
C  0.0571  1.6789  -0.1676
C  0.0965  0.2546  -0.7346
N  -1.0646  -0.2911  -1.0875
C  -2.3540  0.3815  -0.9457
O  1.1774  -0.3121  -0.8585
H  1.4027  2.9723  0.7215
H  2.0478  2.1498  -0.5357
H  1.8659  1.3084  0.9631
H  -0.5963  1.6926  0.7028
H  -0.3376  2.3874  -0.8923
H  -1.0696  -1.2184  -1.4917
H  -3.1306  -0.2889  -1.2981
H  -2.4012  1.2679  -1.5801
H  -2.5685  0.6430  0.0891
H  -1.3784  -3.6329  -2.1889
H  0.0545  -3.2076  -2.3638
O  -0.7539  -2.9943  -1.8819
H  1.7031  -0.1847  2.2135
H  2.7771  -0.3291  1.1162
O  2.4728  0.2881  1.7901
H  0.0310  -1.8500  2.0111
H  0.2887  -1.6176  3.5041
O  0.2573  -1.1687  2.6582

Here are the natural (NBO) charges for atoms 1 to 4, given in e: -0.71, -0.33, 0.66, -0.60

Record 3
This record from OMol25 describes a molecular structure, C27H32BBrIMnN4O2P. The level of theory is wB97M-V/def2-TZVPD.

## Properties
Net charge: +1
Total energy: -5806.3165 Eh
HOMO energy (alpha / beta): -10.914 / -10.988 eV
E_LUMO (alpha / beta): -3.27 / -3.12 eV
Kohn-Sham gap (alpha / beta): 7.648 / 7.870 eV
2S+1: 5
F_max: 0.0021 Eh/bohr

Atoms and positions in Å:
Mn  -0.4438  -0.0692  0.1044
C  -1.0102  1.4000  -2.5331
N  -1.2720  1.5454  -1.0903
C  -2.7281  1.6340  -0.8656
C  -0.6128  2.7670  -0.5616
C  -0.3995  2.6717  0.9308
C  -0.4009  3.8113  1.7269
C  -0.1085  3.7119  3.0797
C  0.1804  2.4719  3.6356
C  0.1595  1.3343  2.8375
C  -0.1388  1.4074  1.4760
H  -1.3565  2.2844  -3.0783
H  -1.5278  0.5207  -2.9086
H  0.0602  1.2784  -2.7019
H  -3.1581  2.4316  -1.4806
H  -2.9201  1.8569  0.1838
H  -3.2024  0.6882  -1.1316
H  -1.1959  3.6536  -0.8357
H  0.3568  2.8545  -1.0613
H  -0.6242  4.7789  1.2921
H  -0.1034  4.5995  3.6978
H  0.4161  2.3916  4.6891
H  0.3701  0.3733  3.2994
Br  -5.4684  -1.0710  0.0466
C  -4.9213  0.1434  1.3825
C  -5.7701  1.1955  1.6998
C  -5.3966  2.1256  2.6572
C  -4.1780  2.0099  3.3082
C  -3.3257  0.9601  3.0021
C  -3.7011  0.0367  2.0389
I  -2.3590  -1.5060  1.5627
H  -6.7208  1.2776  1.1920
H  -6.0669  2.9398  2.8957
H  -3.8840  2.7305  4.0585
H  -2.3731  0.8703  3.5026
C  4.6364  -0.0422  1.5248
N  4.0955  -1.3693  1.2311
C  4.6017  -1.8108  -0.0685
N  4.3169  -0.8704  -1.1502
C  4.8558  0.4398  -0.7938
N  4.3544  0.9438  0.4832
C  2.9372  1.2695  0.4220
P  1.9280  -0.2341  0.0192
C  2.6426  -1.3888  1.2822
C  2.8947  -0.8145  -1.4542
H  5.7190  -0.1335  1.6212
H  4.2310  0.3109  2.4743
H  4.1700  -2.7826  -0.3120
H  5.6840  -1.9198  0.0105
H  4.6179  1.1552  -1.5829
H  5.9409  0.3521  -0.7218
H  2.7666  2.0342  -0.3405
H  2.5978  1.6716  1.3782
H  2.2720  -2.3974  1.0853
H  2.3006  -1.0855  2.2744
H  2.7210  -0.1304  -2.2891
H  2.5333  -1.8014  -1.7465
O  0.2871  -2.9844  -1.0875
B  -0.3850  -1.7725  -1.2351
O  -1.2225  -1.8210  -2.3486
C  -1.0595  -3.0821  -2.8907
C  -1.6644  -3.6301  -3.9984
C  -1.3054  -4.9377  -4.3150
C  -0.3838  -5.6457  -3.5491
C  0.2198  -5.0784  -2.4295
C  -0.1458  -3.7867  -2.1299
H  -2.3798  -3.0734  -4.5865
H  -1.7549  -5.4132  -5.1755
H  -0.1314  -6.6595  -3.8263
H  0.9331  -5.6212  -1.8258

Here are the natural (NBO) charges for atoms 1 to 4, given in e: 1.08, -0.42, -0.51, -0.43

Record 4
This record from OMol25 describes C6H10N2O in the gas phase. The level of theory is wB97M-V/def2-TZVPD.

## Properties
SMILES string: C=C=C(C)N(N)C(C)=O
Total energy: -419.2152 Eh
HOMO energy (alpha / beta): -6.908 / -6.904 eV
E_LUMO (alpha / beta): 0.54 / 0.54 eV
Kohn-Sham gap (alpha / beta): 7.443 / 7.443 eV
F_max: 0.0372 Eh/bohr
ΔE to the lowest compared entry with this formula, charge and spin: 107.5 kcal/mol

Atoms and positions in Å:
C  2.6970  0.1650  -0.9732
C  1.4162  -0.0597  -0.9461
C  0.1066  -0.1836  -0.9999
C  -0.6404  -0.0657  -2.3000
N  -0.5739  -0.2604  0.2131
N  -1.9646  0.0342  0.2636
C  0.1482  -0.4306  1.4376
C  -0.2963  0.4341  2.5946
O  1.0638  -1.2377  1.5973
H  3.3154  -0.1634  -0.1431
H  3.1568  0.7171  -1.7848
H  0.0416  -0.1525  -3.1531
H  -1.3854  -0.8611  -2.4045
H  -1.1425  0.9047  -2.3734
H  -2.3905  -0.6362  0.9080
H  -2.3911  -0.1576  -0.6407
H  0.3921  1.2806  2.6743
H  -0.2413  -0.1473  3.5195
H  -1.3115  0.8200  2.5109

Here are the natural (NBO) charges for atoms 1 to 4, given in e: -0.48, 0.07, 0.07, -0.64

Record 5
This record from OMol25 describes C4H3NO2 in the gas phase. The level of theory is wB97M-V/def2-TZVPD.

## Properties
SMILES string: C#C/C(C=O)=N/O
Total energy: -359.2375 Eh
HOMO energy: -9.718 eV
E_LUMO: -1.12 eV
Kohn-Sham gap: 8.602 eV
F_max: 0.1162 Eh/bohr
ΔE to the lowest compared entry with this formula, charge and spin: 146.1 kcal/mol

Atoms and positions in Å:
C  2.6143  -0.7675  -0.0130
C  1.3635  -0.5072  -0.1524
C  -0.0808  -0.2995  -0.1869
C  -0.3215  1.2239  -0.1014
O  0.5479  2.0976  -0.1481
N  -1.1209  -1.1472  -0.2827
O  -2.2092  -0.2686  0.0986
H  3.5091  -1.3261  0.4863
H  -1.2671  1.7487  0.3291
H  -3.0354  -0.7542  -0.0296

Here are the natural (NBO) charges for atoms 1 to 4, given in e: -0.16, -0.07, 0.03, 0.35

Record 6
This record from OMol25 describes a gas-phase ion, CH6N3 (charge +1). The level of theory is wB97M-V/def2-TZVPD.

## Properties
SMILES string: NNC=[NH2+]
Net charge: +1
Total energy: -205.6528 Eh
HOMO energy: -14.549 eV
E_LUMO: -4.25 eV
Kohn-Sham gap: 10.300 eV
F_max: 0.1143 Eh/bohr
ΔE to the lowest compared entry with this formula, charge and spin: 65.7 kcal/mol

Atoms and positions in Å:
N  1.9017  0.0187  -0.0421
N  0.5905  -0.3175  -0.1160
C  -0.4350  0.4431  -0.0053
N  -1.8006  -0.1101  -0.1089
H  1.9494  1.0821  0.1689
H  2.3565  -0.6650  0.5631
H  0.2356  -1.2265  -0.4194
H  -0.3407  1.3990  0.3485
H  -1.8756  -1.1479  -0.1933
H  -2.5818  0.5241  -0.1954

Here are the natural (NBO) charges for atoms 1 to 4, given in e: -0.59, -0.29, 0.36, -0.79

Record 7
This record from OMol25 describes 2 unconnected molecules or ions with the total composition CH4ClNO. The level of theory is wB97M-V/def2-TZVPD.

## Properties
SMILES string: NC=O.Cl
Total energy: -630.6878 Eh
HOMO energy: -10.481 eV
E_LUMO: 0.83 eV
Kohn-Sham gap: 11.311 eV
F_max: 0.0708 Eh/bohr
ΔE to the lowest compared entry with this formula, charge and spin: 14.0 kcal/mol

Atoms and positions in Å:
N  -1.5957  -0.5096  0.3328
C  -0.8537  0.4611  -0.2052
O  0.1719  0.1828  -0.7227
H  -0.9716  -1.3006  0.5070
H  -2.3768  -0.2900  0.8184
H  -1.2925  1.4495  -0.3880
Cl  4.1243  0.0170  -0.0339
H  2.7942  -0.0103  -0.3084

Here are the natural (NBO) charges for atoms 1 to 4, given in e: -0.81, 0.52, -0.62, 0.41

Record 8
This record from OMol25 describes 2 unconnected molecules or ions with the total composition C3H8NO. The level of theory is wB97M-V/def2-TZVPD.

## Properties
Net charge: +1
Total energy: -248.6975 Eh
HOMO energy: -12.767 eV
E_LUMO: -4.61 eV
Kohn-Sham gap: 8.155 eV
F_max: 0.0383 Eh/bohr
ΔE to the lowest compared entry with this formula, charge and spin: 86.9 kcal/mol

Atoms and positions in Å:
C  1.1683  1.6306  -1.3572
C  0.1578  -1.1011  0.0597
C  -1.4371  -0.6239  1.7573
N  0.9879  0.4060  -1.6930
O  -0.7261  -0.3649  0.5406
H  0.3404  2.3272  -1.3368
H  2.1330  1.9673  -1.0002
H  0.4101  -2.0133  0.6251
H  -2.4220  -1.0100  1.4864
H  -1.5471  0.3252  2.2809
H  -0.9051  -1.3503  2.3728
H  0.0878  0.0719  -2.0309
H  1.7521  -0.2646  -1.7047

Here are the natural (NBO) charges for atoms 1 to 4, given in e: 0.05, 0.10, -0.28, -0.55